(1)
A structure of composition C37H52F8LiO17 at a distorted geometry. Source: OMol25; level of theory: ωB97M-V/def2-TZVPD.

Geometry as XYZ:
```
115
Properties=species:S:1:pos:R:3:forces:R:3:lowdin_charge:R:1
Li 13.092 4.100 -3.664 -0.2 -0.1 0.0 0.661
O 15.379 -1.566 0.536 0.5 3.7 0.2 0.078
C 15.564 -0.341 0.653 -0.7 -3.1 -0.2 -0.450
O 14.784 0.439 1.431 -1.0 -1.9 0.3 0.009
C 15.248 1.749 1.570 0.1 1.0 -1.5 -0.151
C 16.099 1.969 0.309 1.3 -0.8 -0.2 -0.132
C 16.595 0.543 0.023 0.6 0.1 -0.3 -0.087
H 15.806 1.804 2.504 -0.1 0.5 0.0 0.137
H 14.379 2.397 1.457 0.1 0.1 0.9 0.128
H 16.965 2.617 0.443 -0.3 0.3 0.1 0.115
H 15.564 2.273 -0.590 -0.4 0.4 0.4 0.106
H 17.553 0.328 0.496 0.1 0.0 0.1 0.133
H 16.731 0.327 -1.037 -0.2 -0.1 0.1 0.116
O 6.308 2.942 -5.794 0.3 -0.9 0.8 0.102
C 6.740 2.873 -4.660 -0.7 0.7 -2.8 -0.540
O 6.846 3.973 -3.970 0.7 2.0 1.9 0.057
C 7.621 3.781 -2.738 0.0 1.4 -0.9 -0.142
C 7.931 2.341 -2.664 -0.2 -1.4 1.4 -0.152
C 7.221 1.747 -3.866 0.6 -2.0 0.8 -0.065
H 6.998 4.119 -1.910 0.3 0.1 -0.2 0.122
H 8.555 4.333 -2.846 -0.3 0.5 0.1 0.105
H 7.519 2.028 -1.705 -0.2 -0.6 -0.2 0.118
H 8.980 2.068 -2.549 0.1 0.4 -0.6 0.108
H 6.343 1.195 -3.531 0.0 -0.3 -0.3 0.140
H 7.889 1.091 -4.423 -0.4 -0.1 -0.2 0.135
O 13.045 -3.885 -2.874 -0.7 -0.1 0.0 0.136
C 13.628 -3.216 -3.670 -0.4 0.2 0.0 -0.546
O 13.039 -2.428 -4.586 -1.8 0.7 -0.6 0.011
C 13.944 -1.626 -5.392 0.3 -1.6 1.2 -0.132
C 15.249 -2.370 -5.169 0.6 -0.8 -0.1 -0.133
C 15.067 -3.063 -3.784 1.8 0.7 -0.3 -0.063
H 13.981 -0.621 -4.971 -0.3 0.2 -0.4 0.109
H 13.667 -1.748 -6.439 -0.4 0.7 0.2 0.130
H 16.107 -1.730 -5.373 0.2 -0.1 0.6 0.107
H 15.280 -3.140 -5.940 0.2 -0.2 0.1 0.115
H 15.349 -2.435 -2.939 0.2 0.3 0.0 0.129
H 15.518 -4.027 -3.546 0.3 0.1 -0.6 0.138
O 14.659 2.845 -4.149 1.3 0.3 1.1 0.031
C 15.873 2.799 -4.269 -3.2 -1.6 -1.4 -0.464
O 16.704 2.274 -3.376 0.4 1.4 0.7 0.067
C 18.041 2.351 -3.890 1.1 -0.9 -0.6 -0.145
C 17.975 2.829 -5.312 0.7 -1.0 -1.5 -0.160
C 16.482 2.881 -5.628 1.9 1.7 -0.3 -0.049
H 18.388 1.319 -3.951 0.2 0.1 0.7 0.131
H 18.778 2.999 -3.414 -0.7 -0.2 1.2 0.133
H 18.526 2.088 -5.891 -0.3 -0.1 -0.3 0.117
H 18.562 3.722 -5.523 -0.6 0.4 0.3 0.118
H 16.096 2.102 -6.286 0.0 0.0 0.2 0.142
H 16.348 3.863 -6.081 -0.8 -0.2 0.0 0.120
O 12.921 4.653 -5.729 0.4 3.1 -2.9 0.040
C 13.033 5.422 -6.711 -1.2 -2.1 2.2 -0.345
O 12.485 6.691 -6.799 0.1 -1.9 1.7 0.040
C 12.667 7.175 -8.090 -0.2 1.7 -1.4 -0.212
C 13.731 6.384 -8.725 2.0 0.8 -1.0 -0.182
C 13.679 5.057 -8.038 -0.1 0.1 0.2 -0.053
H 12.938 8.230 -8.089 -0.2 0.1 0.4 0.137
H 11.816 7.083 -8.766 -0.8 -0.1 0.8 0.137
H 14.717 6.807 -8.532 0.1 0.2 0.2 0.122
H 13.611 6.530 -9.798 0.0 -1.0 -0.1 0.132
H 14.682 4.693 -7.816 -0.3 -0.5 -0.2 0.120
H 13.043 4.354 -8.578 0.2 -0.4 0.3 0.145
O 14.555 5.513 -3.129 1.2 4.7 -0.2 0.002
C 14.942 6.727 -3.212 -0.8 -5.5 1.1 -0.342
O 15.144 7.291 -4.416 -0.5 -2.3 1.2 0.062
C 15.676 8.526 -4.187 -0.2 4.2 -1.1 -0.185
C 15.379 8.936 -2.758 0.0 3.2 0.9 -0.192
C 15.368 7.690 -2.052 0.2 -3.6 -0.2 -0.076
H 15.170 9.176 -4.901 0.0 0.3 0.0 0.134
H 16.730 8.663 -4.427 0.2 -0.8 0.1 0.139
H 14.487 9.488 -2.461 -0.5 0.1 -1.2 0.115
H 16.141 9.586 -2.329 0.3 0.1 -0.4 0.130
H 14.789 7.499 -1.148 -0.2 0.3 -0.3 0.144
H 16.412 7.503 -1.801 0.1 -0.9 0.0 0.139
O 11.143 5.164 -3.460 0.2 2.5 0.3 0.038
C 11.104 6.404 -3.446 -1.0 -4.0 -1.8 -0.441
O 12.038 7.122 -2.871 0.5 0.8 0.6 0.057
C 11.740 8.506 -3.063 0.1 1.1 -0.2 -0.136
C 10.762 8.563 -4.203 1.0 1.9 -1.1 -0.169
C 10.073 7.262 -4.181 -0.9 -0.5 0.8 -0.047
H 12.594 9.061 -3.452 0.5 -0.3 0.8 0.114
H 11.365 8.962 -2.147 0.1 -0.2 0.2 0.135
H 11.392 8.698 -5.082 0.0 -0.7 -0.4 0.111
H 10.271 9.536 -4.223 -0.9 -0.4 0.4 0.131
H 9.703 6.880 -5.133 0.5 -0.3 0.1 0.144
H 9.186 7.301 -3.550 -0.1 -0.1 0.2 0.112
O 12.330 2.633 -2.388 -1.3 -2.2 2.2 0.010
C 12.061 1.579 -1.768 1.7 1.0 -1.9 -0.425
O 11.244 1.424 -0.740 -0.6 1.8 0.0 0.041
C 11.189 0.076 -0.255 0.0 -1.1 -0.7 -0.114
C 11.698 -0.779 -1.424 0.3 0.6 -0.2 -0.118
C 12.642 0.225 -2.102 0.3 -0.9 -0.2 -0.067
H 10.163 -0.210 -0.024 0.0 0.5 0.3 0.131
H 11.837 0.014 0.620 -0.1 -0.1 0.0 0.130
H 10.944 -1.009 -2.177 -0.4 -0.2 0.5 0.124
H 12.158 -1.698 -1.061 0.1 0.1 -0.3 0.122
H 12.725 0.099 -3.182 -0.1 0.1 0.1 0.111
H 13.639 0.061 -1.693 0.2 0.6 0.1 0.123
C 8.198 7.881 -0.103 0.7 -0.2 -0.6 -0.041
C 7.087 7.493 -1.121 0.0 0.5 3.5 -0.438
C 6.705 8.742 -2.006 -1.7 -3.1 -2.3 -0.350
F 6.045 9.734 -1.446 0.3 0.6 1.6 0.145
F 7.836 9.122 -2.553 2.7 1.6 -0.3 0.099
F 7.365 6.317 -1.666 1.4 0.2 -2.8 0.119
F 6.065 7.086 -0.364 -2.3 1.1 1.1 0.124
O 8.523 6.827 0.806 0.1 -1.8 0.1 0.029
C 9.686 6.054 0.527 -1.9 1.1 0.1 -0.500
C 10.073 5.068 1.644 -2.3 -1.3 0.3 -0.287
F 11.310 4.522 1.560 -0.1 1.3 0.0 0.105
F 9.798 5.646 2.823 1.1 0.5 0.6 0.110
F 9.521 5.293 -0.583 0.5 0.5 0.0 0.137
F 10.606 6.979 0.353 2.3 0.2 -0.8 0.158
H 7.851 8.718 0.502 -0.1 -0.1 -0.1 0.156
H 9.096 8.178 -0.646 -0.1 0.2 0.0 0.124
H 6.116 8.498 -2.890 -0.6 -0.9 0.3 0.174
H 9.381 4.226 1.609 -0.1 -0.1 -0.5 0.172
```
Positions in Å, forces in eV/Å.

Kohn-Sham gap: 9.199 eV
Charge: +1
LUMO: -0.0796 Ha

***

(2)
The molecule C3H5N3 at a distorted geometry. Source: OMol25; level of theory: ωB97M-V/def2-TZVPD.

Geometry as XYZ:
```
11
Properties=species:S:1:pos:R:3:forces:R:3:lowdin_charge:R:1
C 2.436 0.365 0.198 -5.6 1.4 1.3 0.121
C -0.441 0.367 0.195 -2.5 -0.6 -0.3 -0.640
C -1.956 0.088 0.074 -1.4 -0.5 -0.4 -0.033
N -0.081 1.489 0.547 1.9 1.8 1.1 0.306
N 0.282 -0.638 -0.238 -1.2 -2.1 0.2 0.018
N 1.572 -0.564 -0.044 3.3 0.0 -2.8 -0.177
H 3.404 0.090 0.090 3.1 -0.7 -0.3 -0.011
H -2.598 0.781 0.663 0.7 -0.8 0.1 0.076
H -2.258 0.334 -0.950 0.4 -0.1 0.0 0.068
H -2.250 -1.034 0.184 1.0 2.1 0.3 0.113
H 1.889 -1.278 -0.718 0.5 -0.5 1.0 0.158
```
Positions in Å, forces in eV/Å.

Kohn-Sham gap (alpha / beta): 6.987 / 6.893 eV
Energy above the lowest of the compared OMol25 structures with the same formula, charge and spin: 171.54 kcal/mol
LUMO (alpha / beta): -0.0675 / -0.0707 Ha

***

(3)
A cluster of 4 separate species, C25H59BN3O9P2 in total at a distorted geometry. Source: OMol25; level of theory: ωB97M-V/def2-TZVPD.

Geometry as XYZ:
```
99
Properties=species:S:1:pos:R:3:forces:R:3:lowdin_charge:R:1
C -3.548 -3.063 -3.332 -0.1 -0.2 0.1 0.034
C -2.355 -3.150 -2.761 0.2 -0.4 -0.1 -0.058
C -1.139 -2.799 -3.551 0.4 -0.9 0.0 -0.503
O -0.889 -3.160 -4.675 -0.3 0.4 0.0 0.096
O -0.357 -1.984 -2.825 -0.5 0.1 0.0 0.001
C 0.067 -0.745 -3.439 0.3 0.0 -0.1 -0.147
C -0.342 0.438 -2.570 0.3 0.1 0.1 -0.165
C 0.819 1.423 -2.380 -0.5 0.0 -0.1 -0.213
C 0.350 2.743 -1.766 -0.3 -0.2 -0.1 -0.219
C -0.224 2.586 -0.352 0.9 0.3 -0.3 -0.219
C 0.894 2.350 0.680 -0.4 0.1 0.2 -0.214
B 0.388 1.717 2.086 0.3 -0.2 0.3 -0.850
C -0.832 2.586 2.815 -0.2 -0.3 0.2 -0.164
C -2.239 2.161 2.553 0.0 0.0 0.0 -0.316
O -2.841 2.249 1.507 -0.1 0.3 -0.1 0.014
P 1.925 1.878 3.345 0.0 0.7 0.1 0.891
C 3.402 1.044 2.583 -0.1 -0.3 0.0 -0.333
C 1.632 0.819 4.839 0.3 -0.3 -0.1 -0.361
P -0.099 -0.141 1.849 -0.6 0.0 -0.3 0.535
O -1.055 -0.487 0.768 0.2 0.0 -0.1 -0.316
O -0.690 -0.657 3.301 0.4 0.0 0.1 -0.189
O 1.244 -1.073 1.672 -0.2 -0.1 0.2 -0.185
H -4.421 -2.863 -2.724 -0.2 -0.8 0.0 0.060
H -3.671 -3.191 -4.401 0.1 0.8 -0.1 0.066
H -2.235 -3.428 -1.723 0.1 1.0 0.3 0.114
H -0.366 -0.674 -4.438 0.0 -0.2 0.0 0.121
H 1.150 -0.795 -3.561 0.0 0.0 0.1 0.123
H -0.667 0.065 -1.596 -0.1 0.0 0.0 0.096
H -1.177 0.971 -3.032 -0.1 -0.1 0.1 0.119
H 1.559 0.931 -1.744 0.2 0.1 -0.1 0.109
H 1.247 1.636 -3.367 0.3 -0.1 0.1 0.107
H -0.431 3.149 -2.422 0.0 0.0 0.0 0.104
H 1.166 3.473 -1.767 0.0 0.0 0.1 0.105
H -0.705 3.535 -0.108 -0.4 -0.2 0.1 0.092
H -0.950 1.776 -0.340 -0.2 0.1 0.1 0.084
H 1.706 1.758 0.242 0.0 0.0 0.0 0.075
H 1.326 3.332 0.921 0.2 0.0 -0.1 0.092
H -0.696 2.520 3.899 0.0 0.2 0.0 0.067
H -0.728 3.635 2.515 0.1 0.0 0.0 0.103
H -2.782 1.748 3.433 0.1 -0.2 0.0 0.114
H 3.739 0.226 3.227 0.1 0.0 0.0 0.017
H 3.167 0.610 1.611 0.0 0.0 0.0 0.008
H 4.227 1.744 2.459 0.0 0.0 0.0 0.009
H 2.408 1.037 5.577 -0.1 0.1 0.1 0.013
H 1.678 -0.257 4.630 -0.1 0.0 0.0 -0.004
H 0.659 1.046 5.273 0.0 0.0 0.0 0.021
H -0.418 -1.558 3.504 -0.2 -0.1 0.0 0.045
H 1.506 -1.516 2.487 0.2 0.1 0.0 0.033
C -3.971 7.708 0.593 -0.1 0.0 0.0 -0.078
C -3.665 6.342 1.202 0.1 0.2 -0.1 -0.434
C -3.021 6.419 2.593 -0.1 -0.2 0.1 -0.205
O -1.653 6.778 2.597 0.0 0.1 0.0 -0.186
C -1.381 8.158 2.513 0.1 0.0 0.0 -0.118
N -2.865 5.565 0.257 0.0 -0.1 0.3 0.056
H -3.069 8.186 0.210 0.0 0.0 0.0 0.061
H -4.658 7.594 -0.246 0.0 0.0 0.0 0.071
H -4.433 8.377 1.323 0.0 0.0 0.0 0.072
H -4.617 5.817 1.333 0.0 0.0 0.1 0.136
H -3.057 5.421 3.037 0.1 0.0 0.0 0.119
H -3.588 7.093 3.251 0.0 0.0 0.0 0.116
H -2.141 8.747 3.039 0.0 0.0 0.0 0.086
H -1.319 8.503 1.476 -0.1 0.0 0.0 0.074
H -0.414 8.329 2.986 0.0 0.0 0.0 0.086
H -2.757 4.621 0.626 -0.1 -0.2 -0.2 0.048
H -1.922 5.945 0.268 0.0 0.0 -0.1 0.069
C 0.896 -2.984 6.541 -0.1 0.0 0.0 -0.062
C 1.626 -4.078 5.767 0.0 0.2 0.1 -0.431
C 2.589 -4.907 6.625 0.0 -0.1 -0.1 -0.213
O 3.805 -4.260 6.947 0.0 0.0 0.0 -0.189
C 3.750 -3.369 8.043 0.1 0.0 0.0 -0.108
N 2.286 -3.470 4.610 0.1 -0.1 -0.1 0.050
H 1.542 -2.129 6.736 0.0 0.0 0.0 0.063
H 0.048 -2.617 5.964 0.0 0.0 0.0 0.073
H 0.519 -3.358 7.496 0.0 0.0 0.0 0.078
H 0.872 -4.775 5.388 0.0 0.0 0.0 0.135
H 2.879 -5.794 6.055 0.0 0.0 0.0 0.120
H 2.091 -5.255 7.540 0.0 0.1 0.0 0.118
H 3.053 -3.724 8.810 0.0 0.0 0.0 0.089
H 3.461 -2.361 7.737 -0.1 0.0 0.0 0.077
H 4.750 -3.321 8.473 0.0 0.0 0.0 0.085
H 2.680 -4.192 4.014 -0.1 0.0 0.0 0.078
H 3.093 -2.948 4.942 -0.1 0.1 0.0 0.075
C 0.670 -3.673 -7.414 0.0 0.0 0.0 -0.071
C -0.084 -3.707 -8.738 0.2 0.0 0.0 -0.430
C -0.519 -5.115 -9.161 -0.2 0.0 -0.1 -0.211
O 0.516 -5.931 -9.680 0.0 0.0 0.1 -0.194
C 1.317 -6.580 -8.712 0.0 0.0 -0.1 -0.113
N 0.716 -3.039 -9.771 -0.1 -0.1 -0.1 0.035
H 1.700 -4.015 -7.531 0.0 0.0 -0.1 0.066
H 0.708 -2.657 -7.027 0.0 0.0 0.0 0.075
H 0.180 -4.289 -6.662 0.0 0.0 0.0 0.065
H -1.003 -3.127 -8.608 0.0 0.0 0.0 0.136
H -1.244 -5.021 -9.975 0.0 0.0 0.0 0.118
H -1.024 -5.628 -8.332 0.0 0.0 0.0 0.120
H 0.730 -6.860 -7.832 0.0 0.0 0.0 0.090
H 2.158 -5.959 -8.394 0.0 0.0 0.1 0.074
H 1.715 -7.485 -9.172 0.0 0.0 0.0 0.083
H 0.170 -2.960 -10.624 0.0 0.1 0.0 0.066
H 1.484 -3.657 -10.017 0.0 0.0 0.1 0.065
```
Positions in Å, forces in eV/Å.

Kohn-Sham gap: 6.354 eV
Energy above the lowest of the compared OMol25 structures with the same formula, charge and spin: 0.00 kcal/mol
Charge: -1
LUMO: 0.0849 Ha

***

(4)
A cluster of 2 separate species, C4H12 in total at a distorted geometry. Source: OMol25; level of theory: ωB97M-V/def2-TZVPD.

Geometry as XYZ:
```
16
Properties=species:S:1:pos:R:3:forces:R:3:lowdin_spin:R:1
C 1.427 1.075 0.284 -1.4 -0.8 0.5 0.180
C 1.735 1.744 1.640 -0.4 0.4 -1.0 0.176
H 0.463 1.395 -0.130 0.2 0.4 -0.1 0.038
H 2.169 1.105 -0.512 0.2 0.2 0.2 0.022
H 1.198 0.022 0.486 0.4 -0.1 -0.1 0.032
H 0.961 2.468 1.916 0.1 0.2 -0.3 0.030
H 1.663 1.019 2.447 0.8 -0.1 0.1 0.033
H 2.679 2.273 1.497 0.1 -0.1 0.8 0.014
C -2.192 -1.441 -0.643 -0.4 -1.0 1.3 0.182
C -0.833 -1.330 -1.327 -0.7 1.1 0.2 0.131
H -2.976 -1.717 -1.351 -0.1 0.0 0.1 0.017
H -2.165 -2.181 0.181 0.1 -0.5 -0.7 0.031
H -2.573 -0.643 0.004 0.4 0.8 -0.8 0.047
H -0.041 -1.380 -0.586 0.2 -0.2 -0.2 0.027
H -0.767 -0.337 -1.787 0.2 -0.1 -0.1 0.025
H -0.750 -2.071 -2.120 0.2 -0.2 0.1 0.015
```
Positions in Å, forces in eV/Å.

Kohn-Sham gap (alpha / beta): 2.793 / 12.131 eV
Energy above the lowest of the compared OMol25 structures with the same formula, charge and spin: 13.16 kcal/mol
Charge: -1
Multiplicity: 2
LUMO (alpha / beta): 0.1596 / 0.1684 Ha

***

(5)
The ion C3H11IN2 with charge +2 at a distorted geometry. Source: OMol25; level of theory: ωB97M-V/def2-TZVPD.

Geometry as XYZ:
```
17
Properties=species:S:1:pos:R:3:forces:R:3:lowdin_charge:R:1
C -0.790 0.223 1.207 -0.7 0.1 -0.1 -0.206
C 1.347 0.589 -0.404 0.0 -0.1 2.7 -0.168
C -0.080 -0.063 -0.136 -0.1 -0.6 0.1 -0.665
N -1.920 -0.814 1.437 -0.9 1.0 1.5 0.124
N 1.777 0.328 -1.782 -2.7 2.6 -0.6 0.179
I -1.559 0.138 -1.755 0.6 0.3 0.3 0.996
H -1.415 1.200 1.126 1.8 -1.3 0.9 0.161
H -0.091 -0.061 2.064 -0.8 1.5 -0.9 0.168
H 1.421 1.680 -0.205 -0.5 -0.6 -0.3 0.155
H 2.203 0.170 0.276 -1.9 0.3 -1.0 0.186
H -0.018 -1.157 -0.109 0.8 0.1 -0.4 0.071
H -2.574 -0.852 0.621 0.3 0.2 0.7 0.097
H -2.454 -0.448 2.351 1.1 -1.3 -2.4 0.243
H -1.569 -1.777 1.596 -0.2 0.6 0.1 0.176
H 2.724 0.462 -1.809 3.4 1.0 -0.4 0.137
H 1.307 1.002 -2.482 0.7 -1.6 0.9 0.202
H 1.689 -0.621 -1.994 -0.9 -2.1 -1.0 0.143
```
Positions in Å, forces in eV/Å.

Kohn-Sham gap: 10.182 eV
Energy above the lowest of the compared OMol25 structures with the same formula, charge and spin: 0.00 kcal/mol
Charge: +2
SMILES: [NH3+]CC(I)C[NH3+]
LUMO: -0.2753 Ha

***

(6)
A cluster of 3 separate species, C6H17NO2 in total at a distorted geometry. Source: OMol25; level of theory: ωB97M-V/def2-TZVPD.

Geometry as XYZ:
```
26
Properties=species:S:1:pos:R:3:forces:R:3:lowdin_charge:R:1
C -0.269 0.645 -2.288 1.7 1.7 1.0 -0.145
C -0.681 -0.726 -2.269 -2.9 -6.0 -3.9 -0.304
C -0.887 -1.548 -0.991 -1.0 -1.8 1.0 -0.224
C -0.106 -1.005 0.100 2.4 -0.2 2.2 -0.368
C -0.321 -1.081 1.425 -4.1 -0.1 -0.2 -0.237
N 0.376 -0.538 2.430 4.2 2.4 1.4 0.031
C 1.347 -0.745 -0.228 -0.5 0.6 2.1 -0.061
H 0.809 0.786 -2.479 -0.3 0.0 0.9 0.094
H -0.679 1.233 -3.052 -1.1 0.6 -1.2 0.058
H -0.635 1.047 -1.351 0.5 0.8 0.3 0.072
H -0.008 -1.463 -2.919 -1.3 1.9 0.8 0.140
H -1.777 -0.823 -2.784 2.5 0.3 0.7 0.146
H -1.952 -1.679 -0.669 0.6 0.5 -0.4 0.117
H -0.546 -2.640 -1.055 -0.3 1.3 -0.8 0.136
H -1.300 -1.463 1.823 0.7 0.2 -0.7 0.133
H 1.207 0.146 2.200 -2.3 -2.1 0.6 0.099
H 0.047 -0.420 3.397 -0.1 -0.5 -1.2 0.102
H 1.523 -0.923 -1.220 0.5 0.1 -2.6 0.034
H 2.023 -1.435 0.271 0.0 0.0 0.6 0.091
H 1.562 0.274 0.087 0.7 0.1 -0.4 0.071
H 1.890 2.799 1.807 -1.5 -1.7 0.9 0.111
H 0.573 2.114 2.515 -0.2 0.8 -0.2 0.028
O 1.422 1.951 2.099 2.0 1.4 -0.7 -0.103
H -0.514 1.491 0.826 -0.7 0.5 0.1 0.005
H -1.970 1.776 1.293 0.9 0.4 -0.4 0.064
O -1.134 2.228 1.033 -0.4 -1.0 0.3 -0.090
```
Positions in Å, forces in eV/Å.

Kohn-Sham gap: 7.796 eV
Energy above the lowest of the compared OMol25 structures with the same formula, charge and spin: 54.53 kcal/mol
SMILES: CCC/C(C)=C/N.O.O
LUMO: 0.0218 Ha

***

Which formula does entry 2 have?
C3H5N3